Record 1
# C11H26N3O9

A cluster of 5 separate species, C11H26N3O9 in total (the ωB97M-V functional and the def2-TZVPD basis, the Open Molecules 2025 dataset).

The HOMO energy is -0.346 hartree. As for the charge: +1. The value obtained for the energy above the lowest of the compared OMol25 structures with the same formula, charge and spin is 57.0 kcal per mole. Its total energy is -1275.85787 Eh.

Structure (XYZ):
```
49
Properties=species:S:1:pos:R:3:forces:R:3
C -3.51307 -1.58477 1.04604 -0.02 -0.06 0.64
C -2.77079 -2.79985 0.58438 1.52 0.19 1.74
O -2.42918 -3.70432 1.30102 -0.65 1.27 -2.68
N -2.17727 -2.64838 -0.88109 -2.01 -1.64 -0.68
H -2.62774 -1.97012 -1.47869 -0.99 0.53 0.49
H -1.26281 -2.22519 -0.81190 2.40 -0.10 0.69
C -2.27534 -3.97644 -1.67229 0.60 1.11 1.39
H -4.51447 -1.51983 0.62052 0.05 0.10 -0.03
H -2.94868 -0.65873 0.93640 0.20 -0.14 -0.81
H -3.55030 -1.66953 2.13210 -0.47 -0.32 -0.05
H -2.07383 -3.80436 -2.72959 0.19 0.04 0.24
H -3.30505 -4.31133 -1.54717 0.27 -0.26 0.02
H -1.53310 -4.58712 -1.15825 -0.33 -0.49 -0.49
C 2.06097 0.20114 -5.17681 -0.05 0.16 -0.70
C 1.98533 -0.14582 -3.74159 1.18 2.80 4.15
O 2.02918 0.67574 -2.81149 -0.39 -3.19 -3.52
N 1.88735 -1.60620 -3.29688 -1.00 -0.16 -1.81
H 2.68987 -2.19933 -3.45268 0.68 0.08 -1.02
H 1.84012 -1.69531 -2.29193 -1.01 0.79 1.76
C 0.62106 -2.24930 -3.89349 1.00 -1.38 1.42
H 3.01393 -0.00295 -5.66497 0.41 -0.19 0.55
H 1.93939 1.28401 -5.20343 -0.21 -0.13 -0.18
H 1.36634 -0.31048 -5.84303 -0.39 0.07 0.32
H -0.09592 -1.48892 -4.20313 0.15 -0.34 0.13
H 0.33824 -2.90475 -3.06978 -0.95 0.69 0.36
H 0.83004 -3.06168 -4.58953 0.43 0.92 -0.91
C -0.42467 4.97058 4.48901 -0.52 -0.84 0.33
C -0.25785 3.46099 4.31489 1.86 -0.39 3.45
O 0.08661 2.71164 5.23909 -1.74 1.89 -4.04
N -0.25902 3.01975 2.87140 -1.61 -0.41 0.91
H -0.65673 3.68891 2.22785 -0.23 0.74 0.28
H 0.71558 2.99053 2.60795 2.28 -0.92 -0.84
C -0.94918 1.70077 2.57968 0.96 0.81 0.15
H -1.42421 5.30418 4.21021 -0.01 -0.05 -0.45
H 0.33389 5.49572 3.90857 0.00 0.00 -0.01
H -0.35397 5.20421 5.55132 0.38 -0.12 -0.14
H -1.97690 1.80582 2.92733 0.15 -0.30 0.13
H -0.33325 0.96227 3.09285 -0.54 -0.23 -0.25
H -0.90039 1.60145 1.49532 0.05 -0.43 0.28
O 1.86377 -0.26343 0.16586 0.02 -0.72 -0.54
C 0.71411 -0.92558 0.09210 -2.13 0.39 0.70
O -0.28570 -0.53398 0.72887 -0.17 0.86 0.62
O 0.59362 -1.90552 -0.66052 1.08 -2.02 -2.62
H 1.59058 0.52377 0.64260 0.51 1.34 0.81
O 3.97336 1.04949 2.01075 0.87 -1.25 -0.86
C 3.26471 2.11255 2.28978 0.69 3.79 3.76
O 3.62184 2.95196 3.11457 0.75 -0.21 0.36
O 2.17662 2.20494 1.69545 -3.94 -0.43 -2.22
H 3.36302 0.83294 1.30210 0.67 -1.82 -0.83
```
Forces are in eV/Å.

Record 2
# C12H30ClLi3N2O4

A structure of composition C12H30ClLi3N2O4 (the ωB97M-V functional and the def2-TZVPD basis, the Open Molecules 2025 dataset).

The HOMO energy is -0.462 hartree. As for the charge: +2. The value obtained for the energy above the lowest of the compared OMol25 structures with the same formula, charge and spin is 44.6 kcal per mole. Its total energy is -1367.96347 Eh.

Structure (XYZ):
```
52
Properties=species:S:1:pos:R:3:forces:R:3
Li -0.41381 22.24540 4.45494 0.28 0.55 -0.16
Li -2.41522 21.43710 7.23507 -0.25 0.61 -0.11
Li 0.49087 21.00490 8.40258 0.46 0.58 -0.10
Cl -0.48310 22.72907 6.90641 -0.41 -1.49 0.25
C 8.43080 20.11710 5.57172 0.07 0.20 0.09
O 8.64247 21.44344 6.02882 0.12 -0.70 -0.14
C 7.57116 22.31833 5.80273 0.14 0.58 -0.27
C 7.21593 22.98267 7.11727 -0.52 0.22 -0.43
N 6.20708 24.03198 6.92843 0.00 -0.10 0.16
C 5.94827 24.77500 8.15368 0.20 -0.50 0.40
C 4.71889 25.61724 8.02386 0.23 0.21 0.03
O 3.57052 24.76286 8.02255 0.21 0.07 -0.43
C 2.41349 25.40998 7.57967 -1.01 -0.06 0.37
H 7.96988 20.10553 4.57930 -0.05 0.00 0.03
H 7.80982 19.56170 6.28400 -0.05 -0.05 -0.11
H 9.39857 19.62951 5.48987 0.05 0.02 0.11
H 6.71037 21.82551 5.33346 -0.01 -0.14 0.15
H 7.91589 23.08767 5.10283 -0.18 0.06 -0.02
H 8.13592 23.44867 7.46497 -0.04 -0.06 0.36
H 6.86069 22.21620 7.81950 0.31 0.04 0.21
H 5.32242 23.60117 6.67623 0.10 -0.08 -0.13
H 6.79561 25.41372 8.40931 0.06 0.04 -0.21
H 5.81194 24.10965 9.02781 0.01 0.03 -0.10
H 4.78443 26.16480 7.07710 -0.19 0.08 0.02
H 4.70133 26.33156 8.85448 -0.34 -0.02 -0.04
H 1.66267 24.65674 7.30042 0.28 -0.08 -0.02
H 2.54028 26.05912 6.70690 0.33 0.02 0.09
H 1.93564 25.98053 8.39008 0.24 0.22 -0.14
C 3.19002 26.75442 3.50815 -0.02 0.21 -0.10
O 2.30541 25.84677 2.86871 -0.01 0.12 -0.01
C 1.25650 25.44487 3.70178 0.67 0.40 0.60
C 0.23399 24.80323 2.81389 -0.03 -0.64 0.18
N -0.73483 24.02364 3.61868 -0.31 -0.49 0.42
C -2.06863 23.80409 3.00263 0.33 -0.23 -0.16
C -2.96851 24.98692 3.18019 -0.40 0.04 0.21
O -3.29503 25.00687 4.55830 0.25 0.21 0.10
C -3.89903 26.23540 4.95623 -0.09 -0.10 -0.07
H 3.61979 26.29968 4.40631 0.04 0.11 0.02
H 2.67642 27.69354 3.74688 -0.06 -0.15 0.20
H 3.98292 27.01350 2.81285 0.04 -0.25 -0.07
H 0.87125 26.30037 4.28050 -0.22 -0.01 -0.21
H 1.63141 24.73688 4.47051 -0.11 -0.08 -0.17
H 0.80140 24.09554 2.20936 -0.21 0.11 -0.38
H -0.23481 25.55055 2.17566 -0.11 -0.03 -0.04
H -0.93835 24.50368 4.49955 0.09 0.31 -0.25
H -2.55058 22.95755 3.52232 -0.03 0.03 -0.19
H -1.97583 23.54080 1.94882 0.20 -0.03 0.04
H -3.88322 24.88730 2.58673 0.08 0.07 -0.11
H -2.43546 25.89818 2.88091 -0.14 0.06 0.02
H -4.81429 26.41389 4.38602 0.00 0.02 0.04
H -3.21353 27.07248 4.80353 0.00 0.01 0.03
H -4.14270 26.14077 6.00991 -0.01 0.07 0.03
```
Forces are in eV/Å.

Record 3
# C4H7N4

A structure of composition C4H7N4 (the ωB97M-V functional and the def2-TZVPD basis, the Open Molecules 2025 dataset).

The HOMO energy is -0.533 hartree. As for the charge: +1. The value obtained for the energy above the lowest of the compared OMol25 structures with the same formula, charge and spin is 51.1 kcal per mole. Its total energy is -375.32114 Eh.

Structure (XYZ):
```
15
Properties=species:S:1:pos:R:3:forces:R:3
C 0.97773 0.88839 -1.70442 1.48 0.66 0.00
C -0.29356 0.26469 -1.44949 1.66 -0.88 0.44
C 0.06503 -0.29374 1.08696 -1.85 0.19 0.10
C 0.55142 -0.50392 -0.34738 -1.13 0.41 1.69
N 1.63412 0.36610 -0.69011 0.64 1.81 -1.95
N -1.36578 0.38847 -2.00686 -1.50 0.13 -1.35
N -0.88544 -1.12728 1.53492 1.42 -0.40 -3.99
N 0.40615 0.85486 1.66693 2.08 -1.71 -4.87
H 1.26500 1.48532 -2.60226 0.27 -0.18 1.19
H 0.88316 -1.49470 -0.55762 -0.42 -1.07 0.02
H -2.03098 -0.32487 -1.80974 -1.11 -0.41 0.57
H -1.27668 -1.90053 0.96771 0.96 0.84 0.24
H -1.13319 -1.21158 2.43652 -1.09 0.26 3.96
H 1.03251 1.35604 0.96145 -0.65 -0.27 1.91
H 0.17049 1.25276 2.51337 -0.78 0.63 2.05
```
Forces are in eV/Å.

Record 4
# C5H10O

A structure of composition C5H10O (the ωB97M-V functional and the def2-TZVPD basis, the Open Molecules 2025 dataset).

The HOMO energy is -0.294 hartree. As for the charge: 0. The value obtained for the energy above the lowest of the compared OMol25 structures with the same formula, charge and spin is 93.2 kcal per mole. Its total energy is -271.60413 Eh.

Structure (XYZ):
```
16
Properties=species:S:1:pos:R:3:forces:R:3
C -2.43099 0.14021 -0.07208 -0.28 0.07 0.07
C -1.28639 -0.56032 -0.69224 -0.63 0.52 -0.64
O -0.33488 0.41455 -0.92482 -0.34 -0.20 -0.08
C 0.60824 -0.19331 -0.02505 0.36 -0.28 0.23
C 1.76154 -0.70976 -0.82530 0.26 -0.08 -0.06
C 0.93140 0.74398 1.11842 0.02 -0.01 0.07
H -3.08280 0.27051 -0.94475 -0.14 0.11 -0.11
H -2.16190 1.12301 0.32229 -0.20 -0.03 0.10
H -2.99901 -0.47591 0.62148 0.03 -0.06 0.04
H 0.04596 -1.09532 0.32579 0.57 0.13 0.64
H 1.37596 -1.42306 -1.56042 0.18 0.13 0.06
H 2.25027 0.12306 -1.33415 0.06 -0.09 -0.05
H 2.47035 -1.20976 -0.16475 0.12 -0.03 -0.11
H 1.61384 0.23188 1.80198 -0.05 0.11 0.01
H 0.03515 1.03524 1.67348 0.07 -0.10 -0.09
H 1.41377 1.66247 0.76676 -0.04 -0.19 -0.06
```
Forces are in eV/Å.